1.
{"formula": "C2H3FO2", "method": "the ωB97M-V functional and the def2-TZVPD basis", "mol_weight_g_mol": 78.04, "de_lowest_ev": 2.1065, "spin_multiplicity": 1, "homo_energy_ev": -11.03, "lumo_ha": 0.033, "smiles": "O[C@@]1(F)CO1", "symbols": ["O", "C", "F", "C", "O", "H", "H", "H"], "positions_angstrom": [[-0.5359, -1.6141, -0.3394], [-0.3729, -0.0999, -0.0374], [-1.2569, 0.1844, 0.9399], [0.8208, 0.7220, -0.1030], [-0.2467, 0.7680, -1.0098], [-0.9687, -1.7028, 0.5383], [0.8985, 1.4276, 0.6531], [1.6618, 0.3148, -0.6416]], "mulliken_charge": [-0.48, 0.83, -0.26, -0.52, -0.38, 0.30, 0.26, 0.25]}

2.
{"formula": "C2H4O3S", "method": "the ωB97M-V functional and the def2-TZVPD basis", "mol_weight_g_mol": 108.12, "de_lowest_ev": 1.1751, "spin_multiplicity": 1, "homo_energy_ev": -11.20, "lumo_ha": 0.027, "symbols": ["C", "C", "O", "O", "O", "S", "H", "H", "H", "H"], "positions_angstrom": [[-0.0486, -0.8590, 0.0492], [-0.4420, 0.6357, 0.0474], [-2.6781, 0.2709, 1.2946], [-2.9502, 0.2741, -1.1807], [-1.3269, -1.4183, -0.1244], [-2.1758, 0.0490, -0.0047], [0.5037, -1.1888, -0.7572], [0.3642, -1.1713, 0.9232], [-0.2289, 1.2473, 0.8183], [-0.1437, 1.0911, -0.9908]], "mulliken_charge": [-0.32, -0.49, -0.53, -0.53, -0.36, 1.05, 0.29, 0.27, 0.39, 0.23]}

3.
{"formula": "C10H27LiN2O3", "method": "the ωB97M-V functional and the def2-TZVPD basis", "mol_weight_g_mol": 230.28, "spin_multiplicity": 1, "homo_energy_ev": -6.61, "lumo_ha": 0.009, "symbols": ["Li", "C", "C", "O", "H", "H", "H", "H", "H", "C", "C", "C", "O", "C", "N", "H", "H", "H", "H", "H", "H", "H", "H", "H", "H", "H", "C", "C", "C", "O", "C", "N", "H", "H", "H", "H", "H", "H", "H", "H", "H", "H", "H"], "positions_angstrom": [[23.7170, 11.8281, -4.5568], [24.6309, 15.4670, -5.5989], [25.2509, 14.5115, -4.5899], [24.4274, 13.5794, -3.9912], [25.3875, 16.2252, -5.8101], [23.7457, 15.9487, -5.1592], [24.1884, 15.0370, -6.5046], [25.7276, 15.1151, -3.7921], [26.1368, 14.0241, -5.0584], [20.9685, 11.5793, -6.8047], [21.1807, 12.7317, -5.8153], [19.9715, 13.6584, -5.7770], [19.7663, 14.1984, -7.0496], [18.5535, 14.9357, -7.1211], [21.5415, 12.1838, -4.4993], [20.3658, 10.7893, -6.3462], [21.8978, 11.1839, -7.2117], [20.3873, 11.9296, -7.6612], [21.9906, 13.3522, -6.2084], [20.2179, 14.4590, -5.0590], [19.0656, 13.1990, -5.3546], [17.7261, 14.2668, -6.8615], [18.4084, 15.2227, -8.1601], [18.6148, 15.8123, -6.4747], [21.6329, 12.9912, -3.8757], [20.7250, 11.6612, -4.1859], [22.8723, 8.7537, -4.5508], [24.2636, 9.2627, -4.2170], [25.1117, 9.5920, -5.4366], [24.5800, 10.7691, -6.0700], [25.5773, 11.4081, -6.8389], [24.2164, 10.4021, -3.2805], [22.1827, 9.5051, -4.9447], [22.3940, 8.4097, -3.6284], [22.8832, 7.9440, -5.2787], [24.7198, 8.4255, -3.6641], [25.0330, 8.7853, -6.1669], [26.1390, 9.7619, -5.1071], [26.3920, 11.7771, -6.2097], [25.1797, 12.2738, -7.3660], [25.9884, 10.7377, -7.6010], [25.1295, 10.5752, -2.8641], [23.6794, 10.0797, -2.4764]], "mulliken_charge": [0.79, -1.02, -0.17, -0.96, 0.40, 0.23, 0.19, 0.30, 0.10, -1.28, 0.92, -0.91, -0.32, -0.77, -0.60, 0.34, 0.11, 0.45, -0.15, 0.43, 0.41, 0.33, 0.25, 0.30, 0.31, 0.29, -1.33, 0.43, -0.83, -0.15, -0.89, -0.71, 0.14, 0.41, 0.39, 0.36, 0.40, 0.46, 0.31, 0.26, 0.33, 0.23, 0.23]}

4.
{"formula": "C23H22IrN3S3", "method": "the ωB97M-V functional and the def2-TZVPD basis", "mol_weight_g_mol": 628.87, "spin_multiplicity": 6, "homo_energy_ev": [-10.62, -11.24], "total_charge": 1, "lumo_ha": [-0.135, -0.226], "symbols": ["Ir", "C", "C", "C", "C", "C", "C", "C", "N", "C", "N", "C", "C", "C", "C", "C", "C", "C", "N", "C", "C", "C", "C", "C", "C", "C", "H", "H", "H", "H", "H", "H", "H", "H", "H", "H", "H", "H", "H", "H", "H", "H", "H", "H", "H", "H", "H", "H", "S", "C", "S", "S"], "positions_angstrom": [[-2.2356, 1.2366, 1.7359], [3.8087, -0.9743, -0.9990], [2.7630, -1.1409, -2.0666], [3.0702, -1.7261, -3.2894], [2.1119, -1.8849, -4.2776], [0.8181, -1.4381, -4.0599], [0.4900, -0.8351, -2.8576], [1.4532, -0.7009, -1.8591], [1.1583, -0.0680, -0.6202], [-0.0363, -0.0371, 0.0246], [-0.8390, -1.0961, -0.1844], [-2.1733, -1.3884, 0.1754], [-2.9951, -0.5284, 0.9183], [-4.3084, -0.9212, 1.1848], [-4.7960, -2.1370, 0.7434], [-3.9619, -2.9827, 0.0272], [-2.6522, -2.6303, -0.2698], [-1.7788, -3.5775, -1.0531], [-0.3184, 0.9488, 0.8490], [0.6046, 2.0282, 1.0065], [0.5572, 3.1104, 0.1300], [1.4355, 4.1670, 0.2889], [2.3603, 4.1423, 1.3231], [2.4020, 3.0647, 2.1949], [1.5289, 1.9907, 2.0581], [1.5694, 0.8155, 2.9965], [4.7280, -1.4767, -1.2911], [3.4788, -1.3960, -0.0475], [4.0475, 0.0813, -0.8361], [4.0827, -2.0693, -3.4616], [2.3778, -2.3467, -5.2189], [0.0669, -1.5391, -4.8319], [-0.5099, -0.4489, -2.7041], [1.8487, 0.5863, -0.2820], [-0.4154, -1.8072, -0.7608], [-4.9671, -0.2706, 1.7469], [-5.8150, -2.4304, 0.9564], [-4.3332, -3.9406, -0.3142], [-2.3410, -4.4775, -1.2899], [-0.8980, -3.8838, -0.4817], [-1.4435, -3.1495, -2.0025], [-0.1745, 3.1067, -0.6699], [1.3973, 5.0082, -0.3904], [3.0467, 4.9681, 1.4555], [3.1264, 3.0533, 3.0001], [2.2022, 1.0324, 3.8546], [1.9680, -0.0743, 2.5021], [0.5692, 0.5671, 3.3543], [-3.5263, 4.6531, 4.4101], [-3.0511, 3.3901, 3.4235], [-2.3456, 1.9520, 4.0490], [-3.1559, 3.4746, 1.7102]], "lowdin_spin": [2.53, 0.00, 0.00, 0.00, 0.00, 0.00, 0.00, 0.00, 0.02, 0.04, 0.02, 0.08, 0.21, 0.08, 0.00, 0.05, 0.01, 0.00, 0.19, 0.01, 0.01, 0.00, 0.01, 0.00, 0.01, 0.00, 0.00, 0.00, 0.00, 0.00, 0.00, 0.00, 0.00, 0.00, 0.00, 0.01, 0.00, 0.00, 0.00, 0.00, 0.00, 0.00, 0.00, 0.00, 0.00, 0.00, 0.00, 0.00, 0.90, 0.20, 0.30, 0.30]}

5.
{"formula": "C19H45ClN5O7", "method": "the ωB97M-V functional and the def2-TZVPD basis", "mol_weight_g_mol": 491.05, "de_lowest_ev": 0.0000, "spin_multiplicity": 1, "homo_energy_ev": -7.01, "total_charge": -1, "lumo_ha": 0.088, "symbols": ["Cl", "C", "O", "C", "C", "O", "C", "H", "H", "H", "H", "H", "H", "H", "H", "H", "H", "C", "C", "O", "N", "C", "H", "H", "H", "H", "H", "H", "H", "C", "C", "O", "N", "C", "H", "H", "H", "H", "H", "H", "H", "C", "C", "O", "N", "C", "H", "H", "H", "H", "H", "H", "H", "C", "C", "O", "N", "C", "H", "H", "H", "H", "H", "H", "H", "C", "C", "O", "N", "C", "H", "H", "H", "H", "H", "H", "H"], "positions_angstrom": [[-23.1315, 8.1399, 17.7013], [-25.3576, 5.6022, 22.7136], [-25.1118, 6.7487, 21.8940], [-24.6070, 6.4794, 20.6059], [-23.3302, 5.5760, 20.5016], [-23.7393, 4.2008, 20.7029], [-22.5910, 3.3631, 20.3309], [-26.0745, 5.9001, 23.4787], [-24.4670, 5.3027, 23.2660], [-25.7369, 4.7180, 22.2014], [-24.4246, 7.4787, 20.2107], [-25.4243, 6.1064, 19.9885], [-22.6141, 5.9699, 21.2229], [-22.9869, 5.7167, 19.4767], [-21.6676, 3.3872, 20.9096], [-22.3263, 3.5639, 19.2927], [-22.8950, 2.3181, 20.3916], [-26.4608, 10.2024, 19.1147], [-27.3975, 9.3000, 18.3479], [-28.5941, 9.6053, 18.1737], [-26.7870, 8.3566, 17.6791], [-27.4944, 7.4097, 16.7706], [-25.8968, 10.8725, 18.4657], [-25.6296, 9.6089, 19.4954], [-26.8726, 10.7558, 19.9586], [-25.7909, 8.1913, 17.6540], [-27.7766, 7.9688, 15.8785], [-28.3593, 6.9820, 17.2777], [-26.8372, 6.6322, 16.3812], [-25.0530, 8.6734, 14.6492], [-24.1765, 9.7199, 13.9926], [-24.5576, 10.3453, 13.0262], [-22.9695, 9.9000, 14.5898], [-21.9094, 10.7563, 14.1578], [-24.8938, 8.8755, 15.7084], [-24.8500, 7.6109, 14.5153], [-26.0964, 8.8961, 14.4260], [-22.7673, 9.2892, 15.3684], [-22.0511, 11.8135, 14.3823], [-21.6993, 10.7740, 13.0884], [-20.9698, 10.3844, 14.5664], [-23.3982, 10.4818, 21.0485], [-22.1351, 9.7498, 21.3942], [-21.5511, 10.0410, 22.4240], [-21.6563, 8.8193, 20.5867], [-20.4583, 8.0065, 20.8032], [-23.4440, 11.4128, 21.6134], [-24.2482, 9.8455, 21.2951], [-23.3716, 10.8018, 20.0069], [-22.2096, 8.6419, 19.7606], [-20.6235, 7.1398, 20.1631], [-20.4757, 7.5326, 21.7846], [-19.5026, 8.4645, 20.5483], [-19.5566, 10.5665, 18.2989], [-20.4717, 11.7208, 17.9060], [-20.0055, 12.8382, 17.8142], [-21.7581, 11.4689, 17.6292], [-22.6465, 12.5315, 17.2592], [-19.9635, 9.5925, 18.0273], [-19.4305, 10.5567, 19.3815], [-18.5378, 10.6724, 17.9261], [-22.1427, 10.5386, 17.5468], [-22.1639, 13.3647, 16.7484], [-23.2244, 12.8939, 18.1093], [-23.2852, 12.0994, 16.4888], [-21.7814, 4.0647, 15.0787], [-20.5502, 4.3601, 15.9125], [-19.4679, 3.7841, 15.6774], [-20.7745, 5.2207, 16.8831], [-19.7380, 5.8119, 17.7727], [-22.4425, 4.9294, 15.1366], [-22.2239, 3.1718, 15.5202], [-21.5286, 3.8532, 14.0397], [-21.6636, 5.6971, 16.9351], [-18.8576, 5.9995, 17.1580], [-19.5574, 5.1226, 18.5975], [-20.1311, 6.7521, 18.1595]], "mulliken_charge": [-0.76, -0.75, -0.40, 0.00, 0.38, -0.38, -0.64, 0.28, 0.26, 0.30, -0.56, 0.41, 0.28, -0.04, 0.30, 0.18, 0.31, -0.20, 0.52, -0.74, 0.23, -1.03, 0.22, -0.39, 0.41, -0.11, 0.33, 0.35, 0.30, -0.25, 0.55, -0.70, 0.09, -1.04, -0.17, 0.31, 0.24, 0.03, 0.30, 0.35, 0.33, -0.48, 0.68, -0.76, 1.02, -0.97, 0.38, 0.11, -0.05, -0.64, 0.09, 0.37, 0.26, -0.82, 0.78, -0.70, 0.50, -1.21, 0.07, 0.17, 0.43, -0.26, 0.35, 0.30, 0.35, -0.85, 0.79, -0.72, 0.11, -0.59, 0.13, 0.22, 0.34, -0.04, 0.40, 0.28, -0.11]}

6.
{"formula": "C4H5NO2", "method": "the ωB97M-V functional and the def2-TZVPD basis", "mol_weight_g_mol": 99.09, "de_lowest_ev": 0.0814, "spin_multiplicity": 1, "homo_energy_ev": -8.64, "lumo_ha": 0.026, "smiles": "Cc1coc(=O)[nH]1", "symbols": ["C", "C", "C", "O", "C", "O", "N", "H", "H", "H", "H", "H"], "positions_angstrom": [[0.5341, -1.2182, -1.1216], [-0.1332, -0.2447, -0.2192], [-0.9415, -0.4619, 0.8183], [-1.0334, 0.6692, 1.6002], [-0.2201, 1.6332, 1.0621], [-0.0160, 2.7202, 1.5470], [0.2932, 1.0790, -0.0831], [0.6129, -0.8940, -2.1600], [1.5484, -1.3823, -0.7460], [0.0108, -2.1751, -1.1008], [-1.4790, -1.3367, 1.1488], [0.8239, 1.6114, -0.7457]], "mulliken_charge": [-1.14, 0.47, -0.29, -0.32, 0.40, -0.59, -0.03, 0.33, 0.27, 0.31, 0.38, 0.19]}

7.
{"formula": "C6H4", "method": "the ωB97M-V functional and the def2-TZVPD basis", "mol_weight_g_mol": 76.10, "de_lowest_ev": 4.1418, "spin_multiplicity": 1, "homo_energy_ev": [-8.19, -8.13], "lumo_ha": [-0.014, -0.014], "symbols": ["C", "C", "C", "C", "C", "C", "H", "H", "H", "H"], "positions_angstrom": [[-1.5222, -0.2079, -0.0493], [-1.5011, 1.0431, -0.3316], [-0.6297, -1.3622, 0.0967], [0.5931, -0.9539, -0.1593], [1.0704, 0.4202, -0.3889], [-0.1687, 0.9136, 0.2907], [-1.0212, -2.3669, 0.3587], [1.9690, 0.7954, 0.3166], [1.1384, 0.6317, -1.5116], [0.0720, 1.0868, 1.3779]], "mulliken_charge": [0.37, -0.67, -0.56, -0.26, -0.09, 0.06, 0.37, 0.22, 0.27, 0.28]}

8.
{"formula": "C34H35N2NiO4S3", "method": "the ωB97M-V functional and the def2-TZVPD basis", "mol_weight_g_mol": 690.56, "spin_multiplicity": 1, "homo_energy_ev": -3.04, "total_charge": -1, "lumo_ha": 0.075, "symbols": ["Ni", "C", "C", "O", "C", "C", "C", "N", "N", "C", "O", "C", "C", "C", "C", "C", "C", "H", "H", "H", "H", "H", "H", "H", "H", "H", "H", "H", "H", "O", "S", "C", "C", "C", "C", "S", "O", "C", "C", "C", "C", "C", "C", "C", "C", "C", "C", "C", "C", "H", "H", "H", "H", "H", "H", "H", "H", "H", "H", "H", "H", "H", "H", "H", "H", "H", "H", "S", "C", "C", "C", "C", "C", "C", "H", "H", "H", "H", "H"], "positions_angstrom": [[0.1982, -0.0735, -1.0931], [1.5903, -3.8817, -1.8187], [1.6318, -2.4249, -1.4407], [0.4999, -1.8206, -1.5804], [2.7927, -1.8552, -0.9988], [2.9325, -0.4895, -0.6184], [4.2338, -0.0186, -0.0482], [1.9403, 0.3431, -0.7335], [2.1381, 1.6574, -0.3086], [0.9936, 2.2596, -0.2890], [-0.1232, 1.6998, -0.6566], [0.9195, 3.6564, 0.2099], [2.0046, 4.2476, 0.8529], [1.8911, 5.5250, 1.3772], [0.6958, 6.2259, 1.2639], [-0.3841, 5.6434, 0.6154], [-0.2733, 4.3621, 0.0931], [0.8091, -4.3799, -1.2404], [2.5412, -4.3772, -1.6332], [1.3379, -3.9784, -2.8772], [3.6561, -2.4900, -0.8676], [5.0013, -0.7792, -0.1766], [4.0777, 0.1493, 1.0205], [4.5462, 0.9199, -0.5033], [2.9219, 3.6825, 0.9502], [2.7339, 5.9712, 1.8909], [0.6066, 7.2205, 1.6837], [-1.3191, 6.1832, 0.5257], [-1.1091, 3.8827, -0.3991], [-0.9022, -0.7983, 0.9136], [-1.0200, -1.1884, 2.3549], [-2.8444, -1.2644, 2.6197], [-3.5870, -0.3499, 1.6513], [-3.7296, -1.0227, 0.2852], [-4.0974, -0.0610, -0.8404], [-3.1691, -0.3406, -2.3759], [-1.7362, -0.1097, -2.0592], [-3.4305, -2.1071, -2.4885], [-2.3835, -2.9696, -2.2126], [-2.6103, -4.3375, -2.3112], [-3.8567, -4.8210, -2.6815], [-4.8924, -3.9390, -2.9696], [-4.6786, -2.5729, -2.8817], [-0.7348, 0.3003, 3.2988], [-0.5303, 0.1951, 4.6655], [-0.2844, 1.3433, 5.4002], [-0.2302, 2.5781, 4.7648], [-0.4079, 2.6642, 3.3916], [-0.6586, 1.5189, 2.6454], [-3.0253, -1.0225, 3.6672], [-3.1225, -2.3090, 2.4566], [-3.0272, 0.5825, 1.5388], [-4.5663, -0.0849, 2.0615], [-4.4703, -1.8256, 0.3367], [-2.7696, -1.4809, 0.0521], [-3.8517, 0.9755, -0.5963], [-5.1522, -0.0953, -1.1246], [-1.4114, -2.5710, -1.9348], [-1.8023, -5.0257, -2.0971], [-4.0223, -5.8883, -2.7554], [-5.8618, -4.3160, -3.2697], [-5.4750, -1.8764, -3.1210], [-0.5045, -0.7791, 5.1406], [-0.0848, 1.2695, 6.4615], [0.0009, 3.4677, 5.3368], [-0.3166, 3.6192, 2.8878], [-0.7596, 1.5516, 1.5655], [2.2554, -1.3168, 2.9424], [2.6861, 0.0074, 3.9870], [2.9035, 1.3058, 3.4832], [3.2169, 2.3708, 4.3121], [3.3307, 2.1979, 5.6881], [3.1283, 0.9244, 6.2101], [2.8139, -0.1421, 5.3827], [2.8012, 1.4566, 2.4145], [3.3574, 3.3551, 3.8765], [3.5695, 3.0330, 6.3363], [3.2161, 0.7586, 7.2797], [2.6591, -1.1294, 5.8030]], "mulliken_charge": [-0.04, -1.41, 1.22, -0.77, -1.68, 1.76, -1.18, 0.35, -0.56, 0.04, -0.50, 0.56, -0.15, -0.67, -0.41, -0.68, -0.12, 0.24, 0.34, 0.33, 0.19, 0.41, 0.11, 0.35, 0.43, 0.38, 0.38, 0.37, 0.35, 0.26, 0.08, -1.03, -0.70, -0.02, -0.90, -0.30, -0.15, 0.30, 0.25, -0.65, -0.51, -0.52, -0.56, 1.27, -0.76, -0.71, -0.79, -0.66, -0.01, 0.48, 0.52, 0.08, 0.53, 0.40, -0.09, 0.52, 0.54, 0.41, 0.42, 0.38, 0.38, 0.36, 0.37, 0.33, 0.38, 0.22, 0.07, -0.32, 0.08, 0.24, -0.66, -0.46, -0.51, -0.58, -0.01, 0.36, 0.37, 0.35, 0.38]}